115
Properties=species:S:1:pos:R:3:forces:R:3 method="wB97M-V/def2-TZVPD" total_charge=+1 e_homo_ev=-9.893 orbital_gap_ha=0.26504
Pb 12.902034 11.583296 13.041507 0.4 -0.9 0.5
C 9.396319 17.897735 13.264711 1.8 1.2 -0.3
C 9.624461 16.445106 13.072603 0.8 -0.3 0.8
C 9.376496 15.787605 11.903908 0.1 -0.7 1.4
C 9.724846 14.411349 11.749858 -0.3 0.1 -0.7
C 9.487475 13.878368 10.461332 0.2 -0.3 -0.4
N 9.824233 12.680723 10.031983 -0.4 -0.2 -1.1
C 9.719591 12.186338 8.609588 -1.3 0.9 -0.1
C 10.802290 11.218508 8.168019 1.3 0.3 1.7
C 10.536742 9.787815 8.620683 -1.1 0.7 0.7
N 10.304127 9.662670 10.065716 0.0 -0.3 -1.6
C 9.142725 9.392033 10.570749 0.0 -0.1 2.4
C 8.864517 9.279552 11.950319 0.4 0.3 0.0
C 7.514739 9.178596 12.428427 1.5 -0.2 -1.2
C 7.265551 9.259163 13.731419 0.5 0.7 1.9
C 5.933261 9.270469 14.349704 -1.4 -0.9 -1.1
C 8.349010 9.437182 14.626756 0.5 0.2 0.9
C 9.664110 9.539004 14.287754 -0.3 -0.5 -1.9
C 10.622890 9.707082 15.342852 0.9 0.5 3.6
N 11.779580 10.217543 15.345230 0.7 0.4 -1.1
C 12.521911 10.406350 16.622368 -2.3 0.0 -0.9
C 13.554909 11.462084 16.498006 1.1 -0.6 -0.5
C 13.098611 12.868868 16.341589 -1.2 -0.1 0.4
N 12.404712 13.117753 15.084596 -1.4 1.7 -0.3
C 11.340308 13.866604 15.135054 2.8 -2.7 0.8
C 10.678124 14.425131 14.006683 -1.0 -0.1 -1.3
C 10.291454 15.735317 14.126407 -0.8 -0.2 -1.2
C 10.358059 13.637488 12.796683 -0.3 2.3 0.0
O 10.573399 12.422518 12.643021 0.3 -1.1 0.2
C 9.974352 9.460197 12.852005 0.1 0.2 0.7
O 11.149580 9.573753 12.400421 0.3 0.0 0.4
H 8.511490 18.279010 12.844805 -1.1 0.3 -1.1
H 10.279256 18.500557 12.892265 -1.0 -0.6 0.0
H 9.322781 18.258525 14.267905 0.0 -0.5 1.1
H 8.820544 16.285240 11.145169 -0.1 0.3 -0.7
H 9.013098 14.504691 9.697251 0.2 0.1 0.3
H 10.173065 12.081812 10.752240 0.5 -0.6 0.5
H 9.725878 13.086991 7.982428 0.2 -0.1 0.2
H 8.708706 11.745225 8.388800 0.7 0.2 0.6
H 11.791146 11.604344 8.590753 -1.1 -0.6 -0.7
H 10.873015 11.111941 7.095354 0.0 0.7 -0.4
H 11.334912 9.165273 8.300281 0.7 -0.7 -0.1
H 9.615106 9.458830 8.129858 0.1 -0.1 0.0
H 11.024305 9.681781 10.787317 0.8 0.1 0.4
H 8.298781 9.268926 9.985827 -1.4 -0.1 -1.8
H 6.733872 9.015234 11.722322 -0.6 0.0 -0.5
H 5.303988 10.065231 13.965245 -0.3 -0.1 -0.6
H 5.967988 9.514886 15.372232 0.2 -0.2 1.5
H 5.459004 8.277463 14.186899 -0.1 0.8 0.3
H 8.172057 9.556685 15.710113 -0.3 -0.3 -0.6
H 10.309029 9.481316 16.432485 -0.6 -0.1 -1.6
H 12.865328 9.429319 16.906083 0.7 -0.4 0.3
H 11.789757 10.736519 17.366689 -0.1 -0.2 0.3
H 14.262893 11.205228 15.736525 0.3 -0.2 -1.1
H 14.211003 11.405794 17.327088 0.4 0.1 1.4
H 13.952681 13.524774 16.348347 0.4 0.3 0.1
H 12.465807 13.093698 17.228063 0.1 0.3 -0.4
H 10.975295 13.987644 16.132210 -0.6 0.9 0.7
H 10.455023 16.245518 15.063696 0.1 0.1 0.1
C 14.921903 8.099612 11.091647 -1.3 0.6 0.4
C 14.744516 9.492278 10.472344 -0.7 -1.5 1.2
N 13.949321 10.486931 10.868517 0.9 -0.2 -0.8
C 14.265804 11.564838 10.052246 0.4 -2.0 -0.4
C 15.246634 11.141970 9.130777 -1.8 1.9 0.4
N 15.482771 9.852586 9.417804 0.4 -0.3 -0.1
C 15.880717 11.746029 7.929052 0.5 0.2 0.1
O 15.700622 13.027113 7.717312 -0.4 -0.3 -0.2
O 16.574132 11.051820 7.230047 0.3 -0.5 -0.2
C 13.694901 12.909950 10.291133 1.6 0.0 0.4
O 14.243856 13.778464 9.609893 -0.8 1.2 -0.6
O 12.928115 13.124677 11.276266 -0.6 -0.1 -0.5
H 15.092890 7.335671 10.362337 0.1 -0.3 -0.8
H 14.092959 7.722474 11.728125 0.1 0.8 -0.5
H 15.753328 8.064206 11.756745 0.9 0.3 0.5
H 16.146642 9.313545 8.878280 0.0 -0.1 0.1
H 15.004074 13.338214 8.375129 0.3 0.5 0.3
C 16.673884 16.048146 11.381497 1.6 -1.3 0.9
C 15.486204 15.948963 12.262068 -0.9 0.9 0.6
N 15.109283 14.569458 12.423694 -1.4 0.2 0.8
C 15.971919 13.564552 12.629614 -0.9 -1.5 0.5
N 15.508004 12.365019 12.990260 -0.7 1.9 -0.7
C 16.434056 11.296925 13.128430 0.4 -0.4 1.5
C 17.678573 11.411345 12.262979 -1.7 -0.7 -1.0
C 18.250440 12.768311 12.462798 2.0 1.5 0.3
N 17.251883 13.856984 12.434552 2.1 -0.5 -0.5
C 17.760086 15.197190 12.064140 -0.4 0.0 1.4
H 17.025333 17.044751 11.450138 0.3 1.1 -0.8
H 16.490626 15.649057 10.414187 -0.3 0.1 -1.1
H 14.633267 16.450867 11.791399 0.1 0.0 0.2
H 15.739934 16.539785 13.214778 -0.6 -1.1 -0.8
H 14.129961 14.279704 12.351996 0.6 0.5 0.0
H 15.901638 10.332844 13.083047 0.2 0.1 -0.6
H 16.809765 11.265433 14.176413 -0.1 0.1 -0.2
H 17.398111 11.239344 11.201759 0.3 0.1 0.4
H 18.289748 10.600990 12.611203 0.9 -0.1 -0.2
H 19.051250 13.055506 11.720047 -1.0 -0.6 0.4
H 18.819542 12.797077 13.416280 -0.5 0.0 -0.2
H 18.726722 15.040077 11.581540 -0.4 0.2 -0.5
H 18.010728 15.734069 13.003904 0.0 -0.3 -0.3
C 14.457566 6.440063 18.054619 -0.5 -1.2 0.2
C 14.730428 5.806921 16.689982 0.0 0.7 0.1
S 13.835048 6.742363 15.391253 -0.4 -0.9 -0.2
O 14.837484 7.561104 14.655013 0.3 0.2 0.0
C 13.505003 5.284745 14.288133 -0.9 0.9 0.1
C 14.771493 4.502264 14.066136 0.4 -0.4 0.3
H 14.524523 5.672673 18.846682 1.0 0.5 -0.2
H 13.402915 6.655827 18.208400 -0.3 0.6 -0.6
H 15.055016 7.318617 18.178198 0.3 0.4 0.6
H 14.372218 4.784955 16.740622 0.0 -0.2 -0.4
H 15.786613 5.873223 16.344303 -0.7 -0.3 0.5
H 13.253699 5.800634 13.347975 -0.2 -0.1 0.3
H 12.568540 4.820520 14.678855 0.9 -0.1 -0.3
H 14.797027 3.970557 13.102688 -0.3 -0.1 0.5
H 15.047232 3.834013 14.922417 -0.2 0.5 -1.0
H 15.514428 5.294827 13.954466 0.5 -0.2 0.1


15
Properties=species:S:1:pos:R:3:forces:R:3 method="wB97M-V/def2-TZVPD" relative_energy_kcal_mol=0.00 e_homo_ev=-11.962 orbital_gap_ha=0.42538 smiles=N#CC(C#N)C(F)C(C#N)C#N
C 0.346198 -2.506057 -0.672793 1.0 1.1 1.4
C 1.647493 -0.571894 -1.080778 -0.5 -1.2 1.8
C -1.485159 1.869989 1.206962 2.6 -2.7 -2.5
C 0.084623 1.736816 -0.579781 0.5 2.9 -3.4
C 0.842260 -1.305338 -0.062018 -2.2 3.4 0.4
C -0.354891 1.137535 0.660858 0.9 -0.6 1.2
C -0.668513 -0.381338 0.331067 3.4 -1.7 4.2
N -0.080593 -3.360574 -1.273657 -0.9 -2.0 -1.1
N 2.464131 -0.136285 -1.742321 0.7 0.6 -0.9
N -2.233325 2.529715 1.693670 -3.7 2.9 2.3
N 0.270724 2.313983 -1.587207 -0.4 -1.8 3.0
F -1.455490 -0.529577 -0.672727 -1.7 0.2 -1.8
H 1.353217 -1.298899 0.913650 0.0 -0.7 -0.6
H 0.357024 1.400358 1.551613 -0.3 -1.4 -1.8
H -1.087699 -0.898434 1.313461 0.8 0.9 -2.1


14
Properties=species:S:1:pos:R:3:forces:R:3 method="wB97M-V/def2-TZVPD" total_charge=-1 relative_energy_kcal_mol=18.59 e_homo_ev=-3.743 orbital_gap_ha=0.27195
S 1.112730 -0.154506 1.895960 -0.2 0.0 -0.2
H 0.567354 0.532751 2.912033 0.1 0.1 0.0
H -1.133245 1.035400 0.124251 0.3 -0.4 -0.3
H -2.305074 0.626397 0.873485 -0.3 -0.4 -0.1
O -2.013923 0.665259 -0.047742 0.2 0.5 0.5
H 1.125718 -0.911896 -1.316659 -0.2 0.0 0.0
H 2.162018 -1.609043 -0.498962 -0.1 -0.1 0.3
O 1.494866 -1.789337 -1.170345 0.1 0.1 -0.3
H -1.853754 -1.130047 -0.930954 -0.3 0.2 0.0
H -0.980224 -2.293567 -1.276018 -0.3 0.0 -0.2
O -1.865554 -1.936702 -1.467035 0.7 -0.1 0.2
H 1.561148 1.664165 0.614846 -0.1 0.3 0.3
H 0.605774 2.706194 0.013807 -0.1 0.0 0.0
O 1.522164 2.594933 0.273334 0.2 -0.2 -0.2